(1)
Computed, not measured: C10H16Cl3FOW as an isolated structure, with ωB97M-V/def2-TZVPD.

Results
F_max in Eh/bohr: 0.0583
Energy above the lowest of the compared OMol25 structures with the same formula, charge and spin in kcal/mol: 0.00
LUMO (spin up / spin down) in eV: -2.319 / -3.502
Kohn-Sham gap (spin up / spin down) in Ha: 0.209 / 0.121
DFT total energy in eV: -54788.61913

ORCA input file:
```
! RIJCOSX wB97M-V def2-TZVPD def2/J DEFGRID3
* xyz 0 1
C -0.272 0.970 -2.157
C -1.181 -0.119 -1.947
C -0.452 -1.293 -1.743
C -2.642 -0.036 -2.126
C 0.946 -0.994 -1.820
C 1.089 0.418 -2.141
C 2.347 1.079 -2.575
C -0.672 2.341 -2.552
C -1.047 -2.616 -1.428
C 2.070 -1.957 -1.740
W 0.721 0.733 -0.028
Cl -3.936 -0.892 1.032
Cl -1.220 1.484 0.967
Cl 0.426 -1.218 1.261
H -3.006 0.959 -1.893
H -3.141 -0.709 -1.430
H -2.957 -0.280 -3.149
H -1.894 -2.469 -0.743
H -0.312 -3.282 -0.967
H -1.437 -3.114 -2.330
H 1.715 -2.924 -1.354
H 2.852 -1.582 -1.063
H 2.528 -2.142 -2.727
H 3.108 0.343 -2.798
H 2.706 1.750 -1.785
H 2.226 1.674 -3.494
H -1.760 2.462 -2.424
H -0.424 2.529 -3.612
H -0.167 3.088 -1.918
O 1.229 2.514 -0.119
H 1.133 3.304 0.416
F 2.613 0.242 0.251
*
```

Quick look at the Löwdin charges, all values in e: -0.327, -0.221, -0.235, -0.031, -0.291, -0.401, -0.030, -0.032, -0.023, -0.034, 1.356, -0.466, 0.119, 0.132, 0.078, -0.004, 0.117, 0.068, 0.072, 0.110, 0.083, 0.084, 0.105, 0.086, 0.071, 0.101, 0.086, 0.105, 0.077, -0.367, 0.068, -0.460

***

(2)
Computed, not measured: C10H16CuN5O3 as an isolated structure, with ωB97M-V/def2-TZVPD.

Results
F_max in Eh/bohr: 0.0152
LUMO in eV: 0.310
Kohn-Sham gap in Ha: 0.313
DFT total energy in eV: -68862.68059

ORCA input file:
```
! RIJCOSX wB97M-V def2-TZVPD def2/J DEFGRID3
* xyz 0 1
Cu -1.709 -0.151 -0.477
N -1.942 -0.749 1.306
C -1.673 -0.462 2.407
N -1.377 -0.144 3.604
C -0.592 0.838 3.993
N 0.101 1.694 4.367
O -1.190 3.878 0.032
C -1.012 2.583 -0.063
O -1.739 1.888 -0.757
C 0.150 2.035 0.751
N 0.775 3.110 1.534
C 2.209 3.181 1.180
C 2.541 1.824 0.569
C 1.252 1.468 -0.175
H -0.251 1.249 1.390
H 0.638 2.962 2.526
H -0.491 4.161 0.675
H 2.810 3.426 2.053
H 2.358 3.967 0.438
H 2.743 1.088 1.350
H 3.409 1.872 -0.092
H 1.119 0.398 -0.336
H 1.221 1.959 -1.150
C 0.589 -3.299 -1.985
N -0.858 -3.387 -2.177
C -1.542 -4.683 -2.150
C -1.565 -2.266 -2.177
O -1.060 -1.136 -2.098
H 1.038 -4.258 -2.228
H 0.831 -3.034 -0.955
H 0.997 -2.533 -2.638
H -0.808 -5.472 -2.274
H -2.261 -4.755 -2.963
H -2.062 -4.842 -1.205
H -2.648 -2.410 -2.274
*
```

Quick look at the Löwdin charges, all values in e: 0.355, 0.072, -0.355, 0.068, -0.392, 0.087, 0.154, -0.459, 0.051, -0.238, -0.018, -0.177, -0.163, -0.110, 0.109, 0.072, 0.113, 0.119, 0.112, 0.116, 0.110, 0.108, 0.129, -0.016, -0.163, -0.028, -0.302, -0.056, 0.086, 0.100, 0.093, 0.085, 0.091, 0.095, 0.153

***

(3)
Computed, not measured: C10H16F15N4O17S4Y as an isolated structure, with ωB97M-V/def2-TZVPD.

Results
F_max in Eh/bohr: 0.0396
LUMO in eV: 3.862
Kohn-Sham gap in Ha: 0.285
DFT total energy in eV: -136556.84335

ORCA input file:
```
! RIJCOSX wB97M-V def2-TZVPD def2/J DEFGRID3
* xyz -2 1
Y -0.311 0.033 0.628
C -0.249 3.135 -2.754
F -1.496 2.715 -2.976
F 0.590 2.177 -3.203
F -0.070 4.250 -3.466
S 0.042 3.459 -0.955
O 1.432 3.825 -0.869
O -0.891 4.509 -0.675
O -0.265 2.172 -0.354
C 0.199 -0.419 5.076
F -0.032 -1.737 4.986
F 0.349 -0.108 6.363
F 1.379 -0.203 4.454
S -1.192 0.518 4.252
O -0.846 0.329 2.847
O -2.373 -0.201 4.614
O -1.077 1.847 4.792
C -4.493 2.111 -0.195
F -3.914 3.069 -0.919
F -5.737 2.521 0.100
F -4.603 1.015 -0.949
S -3.508 1.812 1.343
O -3.214 3.118 1.849
O -4.346 0.967 2.142
O -2.348 1.083 0.818
C -2.686 -4.130 0.936
F -2.004 -4.528 2.019
F -1.909 -4.344 -0.138
F -3.774 -4.900 0.856
S -3.178 -2.340 1.016
O -1.886 -1.665 0.860
O -4.047 -2.215 -0.132
O -3.798 -2.195 2.284
C 2.381 -0.424 -1.761
O 2.765 -1.814 -1.877
O 1.430 -0.295 -0.898
C 3.628 0.461 -1.540
F 4.225 0.724 -2.722
F 3.340 1.615 -0.956
F 4.581 -0.106 -0.745
C 3.564 -2.171 -2.964
C 3.861 -3.664 -2.901
H 4.690 -3.936 -3.558
H 4.094 -3.967 -1.878
H 3.017 -4.278 -3.226
H 4.533 -1.659 -2.992
H 3.021 -2.005 -3.908
H 2.035 -0.139 -2.785
O 0.901 -1.669 1.856
H 0.642 -2.591 1.746
H 1.841 -1.683 2.051
C -1.884 -0.498 -2.525
O -1.582 -0.050 -1.428
N -2.958 -1.322 -2.670
N -1.129 -0.249 -3.637
H -3.487 -1.414 -1.802
H -3.426 -1.464 -3.545
H -0.403 0.432 -3.491
H -1.574 -0.379 -4.526
C 2.335 1.848 2.113
O 1.317 1.260 1.795
N 2.338 3.203 2.296
N 3.566 1.247 2.201
H 1.400 3.539 2.450
H 3.162 3.678 2.606
H 3.709 0.269 2.059
H 4.328 1.817 2.516
*
```

Quick look at the Löwdin charges, all values in e: 1.617, -0.649, 0.128, 0.094, 0.122, 0.476, -0.306, -0.276, -0.384, -0.645, 0.108, 0.118, 0.088, 0.492, -0.409, -0.266, -0.290, -0.657, 0.122, 0.107, 0.122, 0.490, -0.274, -0.275, -0.424, -0.661, 0.114, 0.108, 0.117, 0.513, -0.393, -0.298, -0.238, -0.480, -0.075, -0.197, -0.548, 0.113, 0.158, 0.102, -0.308, -0.087, 0.063, 0.072, 0.068, 0.108, 0.121, 0.145, -0.067, 0.083, 0.073, -0.608, -0.043, 0.182, 0.180, 0.065, 0.092, 0.071, 0.091, -0.601, -0.050, 0.195, 0.180, 0.129, 0.094, 0.099, 0.092

***

(4)
Computed, not measured: a 2-piece molecular cluster, C10H16FN3O overall, with ωB97M-V/def2-TZVPD.

Results
F_max in Eh/bohr: 0.0816
Energy above the lowest of the compared OMol25 structures with the same formula, charge and spin in kcal/mol: 51.51
LUMO in eV: -2.052
Kohn-Sham gap in Ha: 0.098
DFT total energy in eV: -19857.49423

ORCA input file:
```
! RIJCOSX wB97M-V def2-TZVPD def2/J DEFGRID3
* xyz 0 1
C 1.916 -1.085 1.040
C 1.226 -0.613 -0.007
N 0.074 0.300 0.122
N -1.094 -0.226 -0.193
C -2.136 0.565 -0.085
C -2.242 1.954 0.373
N -3.425 2.675 0.466
C -0.912 2.527 0.723
C 0.153 1.595 0.529
C 1.605 2.119 0.823
C 1.713 3.687 0.732
F 3.090 3.983 0.744
H 2.063 -0.505 1.974
H 2.395 -2.091 0.951
H 1.478 -0.875 -1.060
H -3.104 0.100 -0.393
H -4.249 2.073 0.499
H -3.416 3.294 1.281
H -0.811 3.563 1.088
H 2.337 1.738 0.066
H 1.883 1.804 1.862
H 1.309 3.999 -0.267
H 1.169 4.208 1.551
C -0.479 -3.809 -1.989
C 0.254 -4.911 -1.186
O 1.184 -4.334 -0.413
H 0.210 -3.258 -2.638
H -1.252 -4.256 -2.634
H -0.980 -3.094 -1.327
H 0.599 -5.643 -1.952
H -0.558 -5.483 -0.679
*
```

Quick look at the Löwdin charges, all values in e: 0.086, -0.104, -0.058, 0.165, -0.039, -0.205, 0.126, 0.084, -0.132, -0.087, -0.195, -0.058, 0.074, 0.096, 0.140, 0.137, 0.113, 0.119, 0.118, 0.136, 0.131, 0.133, 0.116, -0.170, -0.607, -0.367, 0.042, 0.041, 0.026, 0.070, 0.070

***

(5)
Computed, not measured: C10H16FeN2P as an isolated structure, with ωB97M-V/def2-TZVPD.

Results
F_max in Eh/bohr: 0.0720
LUMO (spin up / spin down) in eV: 0.542 / -0.243
Kohn-Sham gap (spin up / spin down) in Ha: 0.125 / 0.276
DFT total energy in eV: -57280.22772

ORCA input file:
```
! RIJCOSX wB97M-V def2-TZVPD def2/J DEFGRID3
* xyz 0 6
C 0.477 -0.335 -1.974
C -0.770 0.267 -2.404
C -0.745 1.649 -1.993
C 0.500 1.861 -1.273
C 1.276 0.648 -1.366
Fe -0.744 0.573 -0.294
P 0.571 -2.095 0.757
H 0.821 -1.336 -2.195
H -1.493 -0.147 -3.109
H -1.415 2.439 -2.324
H 2.331 0.505 -1.059
H 0.873 2.804 -0.891
H 1.812 -2.175 1.418
H 0.714 -3.306 0.072
H -0.187 -2.667 1.780
C 2.269 1.481 4.325
C 1.071 1.170 3.508
C -0.240 0.817 3.866
C -0.935 0.579 2.669
N -0.119 0.840 1.611
N 1.104 1.189 2.160
C -2.299 0.044 2.512
H 2.105 2.373 4.950
H 2.510 0.659 5.020
H 3.147 1.667 3.681
H -0.628 0.718 4.873
H 1.927 1.337 1.563
H -2.411 -0.900 3.067
H -3.025 0.763 2.917
H -2.557 -0.147 1.457
*
```

Quick look at the Löwdin charges, all values in e: -0.233, -0.178, -0.219, -0.210, -0.176, 0.735, 0.727, 0.092, 0.108, 0.109, 0.120, 0.111, -0.145, -0.166, -0.153, -0.065, -0.372, -0.019, -0.443, -0.158, -0.022, -0.086, 0.072, 0.071, 0.070, 0.103, 0.134, 0.074, 0.078, 0.040

***

(6)
Computed, not measured: C10H16N as an isolated structure, with ωB97M-V/def2-TZVPD.

Results
F_max in Eh/bohr: 0.0885
Energy above the lowest of the compared OMol25 structures with the same formula, charge and spin in kcal/mol: 65.91
LUMO in eV: -4.991
Kohn-Sham gap in Ha: 0.339
DFT total energy in eV: -12110.42937

ORCA input file:
```
! RIJCOSX wB97M-V def2-TZVPD def2/J DEFGRID3
* xyz 1 1
C -2.285 0.400 0.435
C -1.841 -0.467 -0.748
C -1.325 1.595 0.471
C 1.095 2.169 -0.433
C -0.364 -0.262 -0.930
C 0.005 1.116 -0.082
C 1.159 0.458 0.693
C 0.717 -0.959 0.113
C 1.876 -1.632 -0.604
C 0.105 -1.870 1.156
N 2.025 1.379 0.373
H -3.312 0.732 0.303
H -2.241 -0.159 1.367
H -2.087 -1.519 -0.605
H -2.337 -0.129 -1.659
H -1.692 2.387 -0.182
H -1.222 2.001 1.476
H 1.402 2.174 -1.478
H 0.920 3.189 -0.089
H 0.023 -0.273 -1.938
H 2.347 -0.965 -1.323
H 1.494 -2.498 -1.141
H 2.632 -1.979 0.095
H -0.581 -1.335 1.805
H 0.892 -2.296 1.772
H -0.435 -2.680 0.674
H 3.032 1.420 0.479
*
```

Quick look at the Löwdin charges, all values in e: -0.155, -0.141, -0.099, -0.017, -0.067, -0.242, 0.054, -0.367, -0.028, -0.017, 0.165, 0.120, 0.102, 0.121, 0.128, 0.133, 0.130, 0.146, 0.138, 0.143, 0.089, 0.105, 0.097, 0.082, 0.098, 0.102, 0.180

***

(7)
Computed, not measured: an isolated ion of composition C10H16N and charge +1, with ωB97M-V/def2-TZVPD.

Results
F_max in Eh/bohr: 0.0815
Energy above the lowest of the compared OMol25 structures with the same formula, charge and spin in kcal/mol: 80.64
LUMO in eV: -4.710
SMILES string: C=C/C=C1/CCCC1=[N+](C)C
Kohn-Sham gap in Ha: 0.296
DFT total energy in eV: -12109.79039

ORCA input file:
```
! RIJCOSX wB97M-V def2-TZVPD def2/J DEFGRID3
* xyz 1 1
C -2.253 -1.411 0.283
C -0.860 -1.819 -0.120
C -2.681 -0.320 1.004
C 2.618 -0.808 0.040
C 1.594 -1.860 -0.471
C 1.856 0.360 0.662
C 0.319 -1.156 -0.228
C 0.471 0.177 0.102
C -0.031 2.422 0.497
C -1.157 1.157 -1.277
N -0.241 1.173 -0.237
H -2.999 -2.185 0.187
H -0.902 -2.912 -0.269
H -2.221 0.522 1.578
H -3.780 -0.143 0.808
H 3.465 -1.193 0.793
H 3.240 -0.437 -0.900
H 1.829 -2.205 -1.522
H 1.681 -2.704 0.114
H 1.920 0.188 1.696
H 2.240 1.306 0.296
H -0.941 2.929 0.562
H 0.391 2.217 1.503
H 0.718 3.095 -0.132
H -1.050 1.971 -1.897
H -1.087 0.263 -1.940
H -2.138 1.371 -1.132
*
```

Quick look at the Löwdin charges, all values in e: -0.120, 0.038, 0.040, -0.149, -0.115, -0.091, -0.199, -0.182, 0.024, -0.026, -0.108, 0.098, 0.134, 0.082, 0.090, 0.162, 0.150, 0.154, 0.093, 0.124, 0.126, 0.080, 0.118, 0.163, 0.092, 0.148, 0.076